No. 1
This record from the OMol25 dataset describes the molecule C4H7NS. The level of theory is ωB97M-V/def2-TZVPD.

```
13
C4H7NS, DFT ωB97M-V/def2-TZVPD
S -1.8565 2.3299 0.4676
N -0.6861 -0.0874 0.8984
C 1.3686 -0.0742 -0.6733
C -0.7565 1.2984 1.0467
C 0.3320 -0.8067 0.1805
C -1.1056 -0.8383 -0.2478
H 0.1540 1.6957 1.5577
H 1.7225 -0.8158 -1.4127
H -1.7129 -1.7002 -0.0035
H -1.4016 -0.3222 -1.1947
H 2.2165 0.2444 -0.0733
H 0.7955 -1.6463 0.7417
H 0.9301 0.7228 -1.2873
```

Values from the calculation:
HOMO, Ha: -0.3169
M, g mol⁻¹: 101.2
Total charge: 0
LUMO energy, Ha: 0.0159
Structure (SMILES): C[C@@H]1CN1C=S
Spin multiplicity: 1
ΔE to the lowest compared entry with this formula, charge and spin, kJ/mol: 166.76
Calculated total energy, eV: -16585.2030
HOMO-LUMO gap, eV: 9.05

---

No. 2
This record from the OMol25 dataset describes C4H7NS as an isolated structure. The level of theory is ωB97M-V/def2-TZVPD.

```
13
C4H7NS, DFT ωB97M-V/def2-TZVPD
S -0.3941 -1.1585 2.5486
N 0.1588 0.3053 0.3585
C -1.3034 -0.8948 -0.2153
C -0.5739 -0.6577 1.0200
C -0.5519 0.2022 -0.8591
C 1.5606 0.8684 0.1650
H 1.2432 1.9735 0.4869
H -2.3408 -0.7402 0.1682
H -1.1216 -1.7597 -0.6781
H 1.8295 0.5789 -1.1608
H 2.3500 0.4386 0.9994
H -0.8277 1.1594 -1.1813
H -0.0287 -0.3154 -1.6519
```

Values from the calculation:
HOMO, Ha: -0.3064
M, g mol⁻¹: 101.2
Total charge: 0
LUMO energy, Ha: 0.0224
Spin multiplicity: 1
ΔE to the lowest compared entry with this formula, charge and spin, kJ/mol: 387.02
Calculated total energy, eV: -16582.9202
HOMO-LUMO gap, eV: 8.95

---

No. 3
This record from the OMol25 dataset describes the molecule C4H7NS. The level of theory is ωB97M-V/def2-TZVPD.

```
13
C4H7NS, DFT ωB97M-V/def2-TZVPD
S -0.1662 1.6576 -0.6711
N -1.2150 -0.4779 0.5012
C -1.3214 -1.8925 0.8964
C -0.1296 0.1058 0.2064
C 1.0843 -0.7374 0.1113
C 2.1906 -0.0191 -0.4634
H -0.4732 -2.5314 0.1315
H 1.7696 0.9959 -0.9349
H 3.1094 -0.4338 -0.3946
H -2.0327 0.2564 0.7550
H -2.2919 -2.3277 1.0069
H -0.8393 -2.0066 1.8898
H 0.9779 -1.8691 0.2712
```

Values from the calculation:
HOMO, Ha: -0.2900
M, g mol⁻¹: 101.2
Total charge: 0
LUMO energy, Ha: -0.0097
Structure (SMILES): C=CC(=S)NC
Spin multiplicity: 1
ΔE to the lowest compared entry with this formula, charge and spin, kJ/mol: 369.69
Calculated total energy, eV: -16583.0998
HOMO-LUMO gap, eV: 7.63

---

No. 4
This record from the OMol25 dataset describes the molecule C4H7NS. The level of theory is ωB97M-V/def2-TZVPD.

```
13
C4H7NS, DFT ωB97M-V/def2-TZVPD
S 0.9362 -0.5409 1.7042
N -0.9681 -0.2888 -1.5114
C -0.8144 1.1498 -1.3826
C 0.3493 -0.9025 -0.8986
C 0.2847 -0.1127 0.3572
C -0.5695 1.1788 0.2127
H 1.0474 -0.8797 -1.8436
H -1.8225 -0.6275 -1.2721
H 0.1987 1.9644 0.7396
H 0.1054 -1.8614 -0.5882
H -1.6533 1.0058 0.5973
H -1.5721 1.9301 -1.7917
H -0.0076 1.2636 -2.2610
```

Values from the calculation:
HOMO, Ha: -0.3067
M, g mol⁻¹: 101.2
Total charge: 0
LUMO energy, Ha: 0.0010
Structure (SMILES): S=C1CCNC1
Spin multiplicity: 1
ΔE to the lowest compared entry with this formula, charge and spin, kJ/mol: 337.66
Calculated total energy, eV: -16583.4317
HOMO-LUMO gap, eV: 8.37

---

No. 5
This record from the OMol25 dataset describes a 2-piece molecular cluster, C4H7NS overall. The level of theory is ωB97M-V/def2-TZVPD.

```
13
C4H7NS, DFT ωB97M-V/def2-TZVPD
S 1.7223 0.5640 0.4771
N -0.2159 0.7730 -1.3828
C -1.0066 -1.1425 0.5613
C -0.8676 1.0351 -2.3771
C 0.2620 0.3262 -0.3128
C 1.3757 -0.2769 2.0437
H -0.9336 -1.7804 -0.3596
H -1.2439 1.9860 -2.6611
H 1.1599 0.5597 2.7017
H -1.8476 -0.5587 0.6283
H 2.2141 -0.9575 2.0000
H -0.8955 0.1856 -3.0301
H 0.2768 -0.7139 1.7114
```

Values from the calculation:
HOMO (alpha / beta), Ha: -0.2199 / -0.3197
M, g mol⁻¹: 101.2
Total charge: 0
LUMO energy (alpha / beta), Ha: 0.0295 / -0.0316
Spin multiplicity: 3
ΔE to the lowest compared entry with this formula, charge and spin, kJ/mol: 395.52
Calculated total energy, eV: -16578.7529
HOMO-LUMO gap (alpha / beta), eV: 6.79 / 7.84

---

No. 6
This record from the OMol25 dataset describes C4H7NS3 as an isolated structure. The level of theory is ωB97M-V/def2-TZVPD.

```
15
C4H7NS3, DFT ωB97M-V/def2-TZVPD
S -1.3929 -2.1746 -0.6488
S 0.6912 -0.1051 -1.5705
S 3.2600 -0.9079 -0.7572
N -1.6451 -0.5352 -0.3082
C 1.3154 -0.4114 1.1495
C -0.8445 0.3493 -0.7516
C -1.0890 1.7722 -0.4071
C 1.7733 -0.4649 -0.2687
H -1.1447 2.3752 -1.3109
H 0.5815 -1.1638 1.3581
H 2.2094 -0.6895 1.7368
H -2.0387 1.8915 0.1640
H 0.9546 0.5312 1.4145
H -2.4217 -2.5981 0.0059
H -0.2090 2.1311 0.1943
```

Values from the calculation:
HOMO, Ha: -0.3215
M, g mol⁻¹: 165.3
Total charge: 0
LUMO energy, Ha: -0.0063
Spin multiplicity: 1
ΔE to the lowest compared entry with this formula, charge and spin, kJ/mol: 100.81
Calculated total energy, eV: -38256.0821
HOMO-LUMO gap, eV: 8.58